# 1
{"formula": "C2H14O5", "method": "ωB97M-V/def2-TZVPD", "e_lumo_ev": 0.262, "smiles": "CCO.O.O.O.O", "elements": ["C", "C", "O", "H", "H", "H", "H", "H", "H", "O", "H", "H", "O", "H", "H", "O", "H", "H", "O", "H", "H"], "coordinates": [[-3.5738, 15.6816, -5.5325], [-3.9646, 17.1800, -5.4165], [-3.7934, 17.6294, -4.0922], [-3.1553, 15.3919, -6.4963], [-4.4915, 15.1128, -5.3828], [-2.8628, 15.3443, -4.7782], [-4.9762, 17.3627, -5.7790], [-3.2612, 17.6650, -6.0933], [-3.8061, 18.5868, -4.0233], [-0.5844, 24.1295, -0.8129], [-0.5448, 24.9178, -0.2714], [-1.5167, 24.0086, -0.9929], [-5.1821, 23.4963, -3.2940], [-5.9773, 23.5114, -2.7613], [-5.3709, 24.0862, -4.0238], [-5.0501, 23.2347, -8.6891], [-4.9409, 22.5400, -9.3384], [-4.5500, 22.9347, -7.9301], [2.0346, 18.4546, -2.6624], [1.1416, 18.7939, -2.6027], [2.5118, 19.1204, -3.1576]], "forces_ev_per_a": [[-1.08, 0.04, 0.50], [1.34, -0.63, -0.76], [0.02, -0.34, 0.55], [-0.15, 0.36, -0.12], [0.13, -0.37, 0.01], [0.00, 0.42, 0.13], [-0.10, -0.11, 0.00], [-0.06, 0.63, -0.01], [-0.10, 0.01, -0.29], [0.18, -0.13, -0.07], [0.06, 0.19, 0.14], [-0.25, -0.07, -0.09], [0.23, -0.13, 0.05], [-0.20, -0.03, 0.16], [-0.02, 0.16, -0.21], [-0.13, 0.20, 0.00], [0.00, -0.15, -0.20], [0.13, -0.05, 0.21], [0.09, -0.20, 0.06], [-0.25, 0.05, 0.05], [0.16, 0.15, -0.11]]}

# 2
{"formula": "C4H8F2P", "method": "ωB97M-V/def2-TZVPD", "e_lumo_ev": [-7.874, -7.574], "charge": 1, "elements": ["C", "C", "C", "C", "F", "F", "P", "H", "H", "H", "H", "H", "H", "H", "H"], "coordinates": [[-1.3584, -0.9083, 2.2901], [-1.1821, -0.3688, 1.0847], [1.1508, -0.1437, -1.4064], [0.5639, 1.2396, -0.9470], [-2.0982, 2.7939, 1.7608], [0.9426, 1.0743, 1.6201], [-0.2560, 1.1467, 0.6682], [-1.5245, -1.9189, 2.5403], [-1.0098, -0.3780, 3.0950], [-1.7812, -0.6668, 0.2368], [0.4682, -0.4645, -2.2442], [2.1855, 0.1111, -1.6859], [1.1548, -0.8413, -0.6787], [-0.0623, 1.5384, -1.7306], [1.3559, 1.8915, -0.8505]], "forces_ev_per_a": [[1.36, 0.43, -1.15], [-0.73, 1.03, -1.33], [-0.80, 2.51, -2.63], [-1.04, -2.32, 0.47], [1.18, -0.87, -0.71], [0.39, 0.48, 0.59], [-1.42, -0.76, 0.90], [-1.25, -1.08, -0.39], [0.90, 1.31, 2.09], [0.24, -0.58, -0.44], [1.27, 0.01, 0.73], [-0.51, -0.60, -0.33], [0.15, -2.44, 2.36], [-1.21, 0.98, -0.74], [1.47, 1.89, 0.58]]}

# 3
{"formula": "C11H29Cl6O12P3", "method": "ωB97M-V/def2-TZVPD", "e_lumo_ev": 0.338, "smiles": "COP(=O)(OC)OC.COP(=O)(OC)OC.COP(=O)(OC)OC.ClC(Cl)Cl.ClC(Cl)Cl", "elements": ["C", "O", "P", "O", "O", "C", "O", "C", "H", "H", "H", "H", "H", "H", "H", "H", "H", "C", "O", "P", "O", "O", "C", "O", "C", "H", "H", "H", "H", "H", "H", "H", "H", "H", "C", "O", "P", "O", "O", "C", "O", "C", "H", "H", "H", "H", "H", "H", "H", "H", "H", "Cl", "C", "Cl", "Cl", "H", "Cl", "C", "Cl", "Cl", "H"], "coordinates": [[-2.8832, -14.1125, 31.2853], [-1.6934, -13.7180, 30.5705], [-0.3910, -13.1274, 31.2915], [0.0943, -13.9706, 32.4073], [0.6471, -12.9917, 30.0577], [2.0347, -12.7692, 30.2016], [-0.9055, -11.6306, 31.6281], [-0.7458, -10.5339, 30.7540], [-3.7338, -13.4931, 31.0007], [-2.8313, -14.0700, 32.3732], [-3.1821, -15.1266, 31.0198], [2.1920, -12.4759, 31.2396], [2.3290, -11.8743, 29.6534], [2.6152, -13.5914, 29.7831], [-1.7127, -10.1216, 30.4656], [-0.2848, -10.8338, 29.8129], [-0.1774, -9.7238, 31.2108], [-9.4551, -16.5737, 36.5252], [-10.6099, -16.0871, 35.8644], [-10.9980, -16.5367, 34.3332], [-9.8587, -16.5814, 33.3578], [-12.1954, -15.4879, 33.9995], [-13.2098, -15.0325, 34.9637], [-11.7944, -17.9697, 34.5707], [-11.0495, -19.1570, 34.4552], [-9.7028, -16.9841, 37.5041], [-8.8573, -15.6894, 36.7462], [-8.8459, -17.2514, 35.9271], [-13.4784, -15.8219, 35.6658], [-14.1983, -15.0277, 34.5044], [-12.9262, -14.0994, 35.4506], [-9.9624, -19.1275, 34.3810], [-11.3913, -19.7601, 33.6140], [-11.3037, -19.8273, 35.2763], [7.0058, -13.7346, 36.3169], [8.2390, -14.2404, 35.8545], [9.4021, -13.1586, 35.3188], [8.8547, -12.0484, 34.5232], [10.4682, -14.0880, 34.5534], [10.8635, -15.4210, 35.0667], [10.0969, -12.8456, 36.7585], [11.2227, -11.9798, 36.8962], [6.6856, -12.7584, 35.9530], [7.0079, -13.6124, 37.4000], [6.2422, -14.4847, 36.1108], [10.6069, -15.6147, 36.1082], [11.9445, -15.5484, 35.1238], [10.4069, -16.1487, 34.3958], [12.1079, -12.4884, 37.2781], [10.9484, -11.3055, 37.7074], [11.3714, -11.4366, 35.9630], [0.3069, -20.4315, 35.7962], [-0.8339, -20.0556, 34.4352], [-2.5394, -20.0364, 34.9656], [-0.6715, -21.2180, 33.0976], [-0.6013, -19.0696, 34.0329], [-0.5838, -16.6390, 40.0352], [-0.3069, -15.3262, 38.8158], [0.6142, -13.9358, 39.4908], [-1.7932, -14.7145, 38.0624], [0.2086, -15.7729, 37.9656]], "forces_ev_per_a": [[-0.49, -0.05, 0.07], [0.31, -0.14, -0.02], [-0.19, -0.70, -0.19], [-0.38, 1.37, -0.59], [-2.02, -0.26, 0.07], [0.16, 1.06, 0.52], [0.91, -0.93, 0.60], [-0.18, 0.52, -0.96], [0.30, 0.35, -0.23], [0.60, 0.11, -0.04], [0.50, -0.06, -0.16], [0.76, -0.75, 0.12], [-0.30, 0.05, -0.38], [-0.14, -0.17, 0.60], [-0.22, -0.15, 0.30], [0.25, -0.01, 0.12], [0.13, -0.26, 0.20], [0.74, 0.73, 0.38], [-0.94, -0.42, -1.74], [-0.02, 0.19, 0.43], [-2.13, 0.01, 1.69], [0.59, -0.77, 0.81], [-0.23, -1.48, -0.12], [1.05, 2.21, -0.50], [-0.19, -2.18, -0.08], [-0.32, -0.36, -0.26], [0.27, -0.06, -0.10], [-0.22, -0.09, -0.01], [1.02, -0.03, 0.62], [0.39, 0.89, -0.95], [0.03, -0.23, -0.24], [-0.07, 0.78, 0.05], [-0.04, 0.45, -0.50], [0.07, 0.37, 0.51], [-0.96, 0.03, 0.95], [2.17, 1.51, -1.19], [-1.02, -1.71, 1.30], [0.86, -0.57, 0.60], [-0.29, -0.42, 0.96], [-0.16, 0.43, 0.10], [-0.63, -0.66, -1.08], [-0.54, 0.59, 0.40], [0.36, -0.12, -0.66], [0.34, -0.15, 0.21], [0.04, 0.10, -0.26], [-0.82, 0.37, -0.11], [0.09, 0.52, -0.83], [0.12, 0.03, 0.22], [-0.02, -0.42, -0.57], [0.03, 0.38, -0.26], [0.40, 0.08, 0.20], [-0.81, 0.25, -0.89], [-0.06, -0.26, 0.11], [0.63, 0.06, 0.09], [0.18, 0.22, 0.40], [0.06, -0.24, 0.29], [0.08, 1.01, -0.72], [-0.07, 0.02, -0.08], [-0.33, -0.95, -0.23], [-0.07, -0.21, 0.46], [0.38, 0.12, 0.56]]}

Strongest force on any atom, respectively: 1.67, 3.73, 2.90 eV Å⁻¹.
Energy, respectively: -12537.779, -18989.377, -139453.034 eV.
ΔE to the lowest compared entry with this formula, charge and spin, respectively: 31.8, 103.5, 1.9 kcal per mole.